[1]
Formula: C41H51KN10O4S
Source: the OMol25 dataset
Level of theory: wB97M-V/def2-TZVPD

E_HOMO = -8.30 eV
F_max = 1.731 eV/Å
relative energy (zero: lowest compared OMol25 entry of this formula, charge and spin) = 0.3368 eV
Kohn-Sham gap = 0.3087 hartree

Structure (ORCA input):
```
! RIJCOSX wB97M-V def2-TZVPD def2/J DEFGRID3
* xyz 0 1
K 0.559 0.760 0.504
S -5.491 1.683 1.713
O -5.614 0.380 2.302
O -1.660 1.636 0.991
O 0.062 2.975 1.462
O -6.454 2.717 1.963
N -1.676 -1.454 0.571
N 4.487 6.338 1.431
N -0.270 -4.019 0.405
N 2.728 -1.287 -1.226
N 2.515 1.444 -1.439
N -4.029 2.240 2.149
N 0.024 -2.323 2.714
N 2.797 -1.999 1.531
N 3.055 1.791 1.729
N -0.619 0.350 -1.967
C 0.639 -1.640 -2.509
C 3.157 3.108 1.603
C -1.687 1.722 -3.610
C -4.694 0.379 -0.554
C -1.047 -1.365 2.948
C 3.241 -2.885 0.646
C -6.047 2.089 -2.265
C 4.333 3.798 1.891
C 4.408 5.212 1.649
C -1.338 1.421 -2.303
C -2.198 -1.455 1.941
C 5.430 3.095 2.375
C 2.139 -1.282 -2.565
C -0.226 -0.485 -2.932
C 3.376 3.660 -1.705
C -5.298 0.783 -4.281
C 3.947 -0.509 -1.140
C -5.332 1.020 -2.796
C 3.896 -4.057 1.023
C 2.945 -2.659 -0.818
C 4.673 3.174 -1.590
C 3.578 -3.420 3.297
C -1.708 -3.911 0.161
C -4.648 0.175 -1.922
C -3.585 3.533 1.614
C -2.162 -2.519 -0.287
C 2.337 2.752 -1.627
C -0.550 -0.269 -4.269
C 4.110 1.121 2.191
C 5.309 1.727 2.540
C 0.104 -4.584 1.700
C -0.357 -3.720 2.875
C -6.093 2.310 -0.895
C -1.284 0.854 -4.612
C 4.866 1.814 -1.422
C -5.422 1.446 -0.044
C -1.159 2.714 1.443
C 3.754 0.978 -1.350
C -2.131 3.757 2.003
C 2.961 -2.273 2.828
C 4.063 -4.329 2.367
H -4.087 -0.663 -2.321
H 2.258 -0.289 -2.988
H -3.309 1.547 1.929
H 5.518 3.848 -1.633
H 3.990 0.047 2.265
H 1.305 3.081 -1.705
H 0.324 -2.202 1.750
H -5.077 -0.260 -4.508
H -2.775 -2.368 2.110
H -1.428 -1.478 3.967
H -3.263 -2.551 -0.356
H -4.187 -0.298 0.122
H -1.826 -0.551 0.138
H 3.740 -3.137 -1.420
H 2.678 -1.979 -3.229
H 2.267 3.629 1.266
H 0.182 -4.536 -0.334
H 2.026 -3.212 -1.031
H -1.440 -3.827 3.003
H -1.543 1.045 -5.646
H -6.590 2.749 -2.930
H 4.561 -5.236 2.687
H -1.663 2.045 -1.476
H 0.385 -1.896 -1.478
H -3.680 3.562 0.521
H 5.863 1.399 -1.340
H -2.897 -0.632 2.113
H -4.528 1.393 -4.757
H 2.543 -1.551 3.518
H -0.225 -0.975 -5.023
H -0.619 -0.360 2.889
H -1.798 4.737 1.659
H 6.130 1.135 2.920
H -2.243 -4.185 1.072
H -6.664 3.128 -0.477
H -1.788 -2.326 -1.296
H 0.090 -4.142 3.782
H 3.672 -3.593 4.360
H 4.362 -0.652 -0.139
H 3.179 4.715 -1.841
H 6.350 3.613 2.611
H -0.294 -5.598 1.857
H -2.039 -4.630 -0.597
H 1.195 -4.660 1.718
H -2.026 3.758 3.091
H -4.222 4.312 2.029
H 0.424 -2.510 -3.135
H -6.252 1.040 -4.741
H 4.717 -0.864 -1.850
H 4.260 -4.740 0.266
H -2.269 2.608 -3.825
*
```

Atom charges from the Mulliken analysis, given in e for atoms 1 to 8: atom 1 (K): 0.5908, atom 2 (S): 1.2410, atom 3 (O): -0.6676, atom 4 (O): -0.1624, atom 5 (O): -0.6692, atom 6 (O): -0.7275, atom 7 (N): 2.3942, atom 8 (N): -0.5365

---

[2]
Formula: C41H52BrF5N5O3SSiYb
Source: the OMol25 dataset
Level of theory: wB97M-V/def2-TZVPD

E_HOMO = 0.09 eV
F_max = 3.713 eV/Å
<S²> = 0.7508
Kohn-Sham gap = 0.1287 hartree

Structure (ORCA input):
```
! RIJCOSX wB97M-V def2-TZVPD def2/J DEFGRID3
* xyz -2 2
Yb 0.316 -0.003 -0.597
Br 2.486 -6.419 -3.292
S -1.851 2.150 -0.484
Si -2.794 -2.574 -0.863
F -3.609 4.169 0.966
F -5.138 1.180 4.316
F -5.144 3.664 3.150
F -3.569 -0.810 3.297
F -1.916 -0.279 1.083
O -0.041 -1.456 2.528
O 0.329 1.067 1.660
O 2.182 -1.070 1.131
N -1.742 -1.362 -1.432
N -0.647 -0.158 -3.024
N -0.388 2.034 3.593
N 3.298 -2.855 2.027
N 1.802 1.578 -1.340
C -3.557 0.413 2.696
C -1.749 -0.877 -2.672
C 0.949 4.362 -2.037
C -0.505 0.272 -4.274
C 0.773 4.318 -0.520
C -2.765 1.924 0.920
C 3.208 -4.146 2.665
C -2.744 0.684 1.596
C -0.308 -0.426 3.448
C 4.497 1.057 0.055
C -2.656 -0.557 -4.889
C 2.246 3.700 -2.447
C 4.338 3.980 -3.645
C -2.936 -4.066 -2.081
C 2.620 2.383 -1.944
C 3.071 4.414 -3.282
C 4.241 -0.423 -1.968
C 4.806 2.837 -3.017
C 1.016 -2.328 2.812
C 4.710 0.938 -1.454
C -1.136 2.002 4.825
C -3.585 2.919 1.493
C -1.483 0.105 -5.244
C -4.366 1.420 3.219
C -4.368 2.677 2.621
C 1.579 -4.681 -1.189
C 2.207 -2.029 1.895
C 1.578 -2.385 -2.703
C -2.162 -3.409 0.735
C -2.786 -1.063 -3.625
C 4.027 2.079 -2.175
C 1.186 -2.240 -1.356
C -0.129 0.950 2.801
C 1.936 -4.729 -2.516
C -0.250 3.754 -2.766
C -0.263 3.356 3.017
C 0.804 0.919 -4.624
C -4.580 -1.988 -0.432
C 1.928 -3.593 -3.293
C 4.354 -2.726 1.045
C 1.198 -3.456 -0.654
H -0.637 2.637 5.564
H 3.438 0.915 0.272
H 4.355 -0.476 -3.050
H 2.591 -4.848 2.094
H 2.721 5.373 -3.658
H 5.086 0.314 0.596
H 1.369 0.263 -5.292
H 4.791 2.049 0.396
H -3.453 -0.684 -5.615
H 4.212 -4.560 2.751
H 1.008 5.424 -2.331
H -1.336 0.488 -6.245
H -1.245 3.796 2.830
H 2.802 -4.055 3.673
H 0.293 3.999 3.704
H 4.958 4.549 -4.327
H 3.187 -0.546 -1.715
H -4.549 -1.352 0.447
H -1.344 -0.559 3.779
H 1.329 -2.257 3.868
H 0.907 -3.466 0.390
H -1.329 -4.070 0.521
H 2.202 -3.636 -4.340
H 0.641 1.866 -5.138
H -1.836 -2.686 1.468
H -0.272 2.679 -2.599
H 5.326 -2.854 1.528
H -3.053 -5.009 -1.552
H 4.247 -3.470 0.250
H -1.205 0.999 5.228
H -2.951 -4.008 1.184
H 1.615 -1.511 -3.342
H 0.807 3.277 -0.198
H 4.276 -1.734 0.608
H -3.674 -1.593 -3.325
H -5.244 -2.819 -0.209
H 0.270 3.280 2.072
H -2.021 -4.130 -2.664
H 0.346 -0.500 4.330
H 5.838 2.533 -3.185
H 1.387 1.096 -3.721
H -0.181 4.754 -0.229
H -5.026 -1.404 -1.230
H 4.815 -1.239 -1.523
H 1.605 -5.576 -0.576
H 1.582 4.866 -0.036
H -2.149 2.386 4.670
H -3.762 -3.974 -2.780
H 5.792 1.022 -1.654
H -1.183 4.179 -2.398
H -0.171 3.946 -3.838
H 0.645 -3.347 2.632
*
```

Atom charges from the Mulliken analysis, given in e for atoms 1 to 8: atom 1 (Yb): -0.1330, atom 2 (Br): -0.3147, atom 3 (S): -0.1080, atom 4 (Si): 0.4016, atom 5 (F): -0.4124, atom 6 (F): -0.3910, atom 7 (F): -0.3696, atom 8 (F): -0.4607

---

Question: Which of these has the highest E_HOMO?
Answer: C41H52BrF5N5O3SSiYb